ORCA calculation (wB97M-V/def2-TZVPD) on a structure of composition C40H75BrClF3NO11PS3Si2 in a non-equilibrium geometry.

Results
Largest force on an atom, eV Å⁻¹: 1.91
Total energy, Eh: -7900.1231
Total charge: 0
Gap between HOMO and LUMO, eV: 7.42

Cartesian coordinates (Å):
1 Br 2.33 5.46 1.42
2 Cl 5.19 4.59 -5.30
3 S 0.95 0.85 -3.78
4 S 5.11 8.65 -1.82
5 S 2.06 2.58 -1.68
6 P 3.55 8.01 -0.79
7 Si 6.03 4.12 0.08
8 Si 3.79 5.84 -0.27
9 F 8.22 2.96 1.16
10 F 7.02 4.00 2.64
11 F 8.27 5.17 1.25
12 O 2.16 -2.85 2.95
13 O -0.13 -1.71 -7.82
14 O 4.24 -4.75 3.78
15 O -2.30 -8.73 4.87
16 O -3.75 -0.11 4.63
17 O -4.39 -0.78 7.42
18 O 5.36 5.66 0.20
19 O -4.79 0.12 -1.54
20 O -6.74 0.88 -3.60
21 O -0.21 -7.17 3.51
22 O -1.65 0.79 -8.14
23 N -0.67 1.87 -1.92
24 C -3.83 -1.43 5.15
25 C -4.46 0.60 -2.83
26 C -4.82 -1.52 6.29
27 C 4.87 2.71 0.59
28 C 0.41 -0.40 -7.67
29 C -1.54 -6.73 3.73
30 C -7.69 1.09 -2.57
31 C 2.85 -5.05 3.72
32 C -2.61 0.59 5.10
33 C -1.39 -0.56 1.54
34 C -2.14 -7.33 4.99
35 C -0.62 0.59 -7.18
36 C 2.89 1.42 -0.53
37 C -0.31 -0.77 0.71
38 C -0.95 5.36 -0.48
39 C -1.98 1.28 0.08
40 C -0.07 0.01 -0.41
41 C -0.45 -2.03 -9.16
42 C -0.94 3.28 -1.72
43 C 5.27 3.93 -3.64
44 C -2.25 0.52 1.18
45 C 3.16 -2.14 2.25
46 C 6.85 3.78 -1.59
47 C -1.73 5.31 -2.73
48 C -0.69 4.00 -0.56
49 C -1.47 3.95 -2.81
50 C -1.45 6.03 -1.58
51 C -0.89 1.06 -0.75
52 C 6.32 4.65 -2.77
53 C -5.32 -1.19 -1.56
54 C 7.48 4.09 1.36
55 C -2.83 0.07 -7.85
56 C 4.58 -3.87 4.83
57 C -1.28 -9.47 5.52
58 C -5.51 1.55 -3.37
59 C -0.13 -8.20 2.54
60 C 4.42 1.77 -0.58
61 C -5.03 0.48 7.54
62 C 0.66 1.72 -2.47
63 C 2.15 -4.24 2.64
64 H 4.00 3.04 1.17
65 H 0.86 -8.66 2.62
66 H -2.66 2.11 -0.16
67 H 2.81 0.40 -0.92
68 H -1.52 -7.08 5.86
69 H 0.79 -0.27 -1.01
70 H -1.63 7.10 -1.55
71 H -3.46 0.08 -8.74
72 H -3.51 1.15 -2.73
73 H -0.28 -9.08 5.29
74 H -3.37 0.56 -7.03
75 H -2.73 1.65 4.87
76 H -6.10 -1.31 -2.33
77 H -5.66 2.39 -2.68
78 H 1.22 -0.47 -6.93
79 H -0.24 -7.79 1.54
80 H -3.13 -6.90 5.14
81 H 6.78 2.70 -1.80
82 H 2.85 -1.99 1.20
83 H -1.09 -2.91 -9.15
84 H 4.94 0.81 -0.46
85 H -5.17 1.94 -4.33
86 H 2.76 -6.11 3.48
87 H -5.77 -1.39 -0.59
88 H -0.13 1.55 -7.02
89 H -0.88 -8.98 2.70
90 H -4.48 1.07 8.26
91 H 7.18 4.81 -3.45
92 H -1.50 -5.64 3.84
93 H -1.54 -1.21 2.39
94 H 2.36 8.21 -1.53
95 H 3.44 8.79 0.39
96 H 4.56 -4.40 5.79
97 H -0.27 3.48 0.30
98 H -4.17 -2.07 4.33
99 H -4.52 -1.92 -1.73
100 H 2.50 1.47 0.49
101 H -6.05 0.34 7.91
102 H -2.12 5.87 -3.58
103 H -0.99 -1.22 -9.66
104 H -8.49 0.35 -2.70
105 H 0.85 -0.07 -8.62
106 H 3.90 -3.01 4.88
107 H 3.44 5.10 -1.48
108 H -0.71 5.86 0.46
109 H -1.71 0.24 4.58
110 H 0.36 -1.60 0.91
111 H -3.13 0.71 1.80
112 H -5.06 1.01 6.58
113 H -5.81 -1.19 5.96
114 H -4.90 -2.57 6.60
115 H -1.04 0.26 -6.23
116 H -2.84 -1.79 5.46
117 H -2.48 0.49 6.18
118 H 2.61 -4.42 1.67
119 H -1.34 -10.50 5.18
120 H -1.44 -9.44 6.61
121 H 5.45 2.07 1.28
122 H 5.55 2.87 -3.66
123 H 3.27 -1.16 2.71
124 H -2.62 -0.97 -7.59
125 H 6.00 5.66 -2.48
126 H -1.69 3.44 -3.75
127 H 0.46 -2.26 -9.72
128 H -2.17 -6.96 2.86
129 H -8.13 2.09 -2.66
130 H -4.29 -0.23 -3.53
131 H -7.25 0.96 -1.58
132 H 4.12 -2.64 2.27
133 H 1.11 -4.55 2.59
134 H 4.26 3.97 -3.22
135 H 7.92 4.03 -1.48
136 H 5.59 -3.50 4.65
137 H 4.60 2.19 -1.58
138 H 2.38 -4.89 4.70

=====

ORCA calculation (wB97M-V/def2-TZVPD) on a cluster of 3 separate species, C40H75F9N8O11P2 in total in a non-equilibrium geometry.

Results
Structure (SMILES): C=CN(CCOC(C)=O)[C@@](CCF)([C@@H](O[C@@](CCOC(=O)CC)(CC(=O)OC(C)=O)[C@@H](C)F)N(C)C(C)=O)C(F)(F)C(F)(F)C(F)(F)F.CN(C)P(=O)(N(C)C)N(C)C.CN(C)P(=O)(N(C)C)N(C)C
Largest force on an atom, eV Å⁻¹: 5.41
Total energy, Eh: -4416.2477
Total charge: 0
Gap between HOMO and LUMO, eV: 8.54

Cartesian coordinates (Å):
1 P -1.45 0.56 7.05
2 P -2.73 -5.68 -2.49
3 F 3.11 1.82 -5.17
4 F 0.49 3.14 -3.16
5 F -0.42 2.71 2.75
6 F 1.11 0.40 -5.76
7 F -0.41 1.82 -5.13
8 F 0.79 2.19 -6.88
9 F 2.46 3.95 -3.10
10 F 2.07 3.67 -5.47
11 F 1.20 -1.84 -2.31
12 O -2.88 0.73 6.69
13 O -4.84 -0.38 -1.44
14 O -2.87 0.47 -0.95
15 O 4.33 4.72 -0.86
16 O -2.43 -6.21 -1.13
17 O 1.18 1.59 0.05
18 O 1.28 0.57 2.64
19 O 0.14 -1.33 2.30
20 O 6.51 2.31 -4.31
21 O 1.84 -2.26 1.15
22 O 8.42 1.27 -4.89
23 N -2.21 -5.11 -4.04
24 N -1.52 0.34 8.75
25 N 0.10 -0.17 6.79
26 N -3.50 -7.04 -3.19
27 N 3.10 2.91 -0.22
28 N -0.83 2.10 6.64
29 N 3.58 1.27 -2.46
30 N -3.85 -4.42 -2.16
31 C 3.39 2.39 1.11
32 C 3.31 4.32 -0.35
33 C 4.03 0.27 -1.55
34 C -1.28 -6.05 -4.72
35 C 0.56 -0.05 5.39
36 C 0.66 -2.17 1.33
37 C -1.50 -3.81 -3.99
38 C -0.66 0.68 1.20
39 C 2.21 1.72 -2.27
40 C -1.10 2.10 -0.76
41 C 0.14 -1.62 7.11
42 C 0.38 0.04 2.08
43 C -3.37 -3.40 -1.24
44 C 2.33 5.34 0.19
45 C 1.80 2.78 -3.33
46 C 5.82 1.43 -3.39
47 C 7.86 2.11 -4.25
48 C 4.11 -1.02 -1.85
49 C 1.30 0.51 -2.65
50 C 1.96 2.46 -4.86
51 C 0.09 2.86 7.46
52 C -4.90 -3.95 -3.04
53 C 0.82 1.70 -5.64
54 C -3.47 -8.28 -2.43
55 C 1.87 2.41 -0.88
56 C -0.49 0.70 9.70
57 C -5.26 1.74 -3.33
58 C -1.73 3.00 5.93
59 C -0.21 3.13 1.44
60 C -0.35 -2.98 0.58
61 C -0.15 1.94 0.43
62 C -2.37 -0.77 9.20
63 C -3.94 1.00 -3.13
64 C -1.22 4.23 1.17
65 C -4.70 -6.97 -4.00
66 C 8.63 3.03 -3.33
67 C 1.01 -0.61 -1.66
68 C -3.94 0.33 -1.78
69 C -2.58 1.80 -0.49
70 C 4.67 2.21 -2.75
71 H 1.82 0.03 -3.48
72 H 2.09 5.16 1.24
73 H -1.76 -7.02 -4.89
74 H -3.10 1.69 -3.25
75 H 0.35 0.81 -3.08
76 H -0.82 1.40 -1.55
77 H -2.50 -8.46 -1.99
78 H -1.53 0.88 1.81
79 H -4.22 -8.29 -1.62
80 H 5.07 2.60 -1.81
81 H 1.27 3.32 -1.03
82 H -0.65 -2.19 6.60
83 H -5.33 2.52 -2.57
84 H -1.95 -1.76 8.95
85 H 3.47 1.31 1.14
86 H -1.14 4.67 0.17
87 H 4.17 -1.36 -2.88
88 H -3.17 2.50 -1.09
89 H -2.46 3.48 6.60
90 H 6.53 1.07 -2.65
91 H 0.77 3.60 1.42
92 H 0.44 0.13 9.60
93 H -4.66 -6.16 -4.72
94 H -3.68 -9.12 -3.09
95 H -2.96 -3.87 -0.34
96 H 0.05 -1.80 8.18
97 H -1.05 3.09 -1.21
98 H -1.14 -2.35 0.18
99 H 2.71 2.69 1.91
100 H 0.89 2.24 7.85
101 H -0.12 -0.53 4.69
102 H -4.54 -3.49 -3.97
103 H -4.81 -7.89 -4.58
104 H 4.12 -1.74 -1.04
105 H 2.79 6.32 0.13
106 H 5.43 0.58 -3.95
107 H -1.10 -3.58 -4.98
108 H -0.37 -6.22 -4.15
109 H -6.09 1.05 -3.19
110 H -0.83 -3.70 1.24
111 H -0.42 3.37 8.29
112 H -3.35 -0.70 8.73
113 H -2.57 -2.78 -1.67
114 H -1.06 5.02 1.90
115 H 1.65 -0.61 -0.79
116 H 4.38 2.76 1.39
117 H 1.43 5.38 -0.42
118 H -2.24 3.88 1.35
119 H 9.42 3.48 -3.93
120 H -5.50 -3.21 -2.52
121 H -2.28 2.48 5.15
122 H 4.43 0.60 -0.59
123 H 8.01 3.83 -2.93
124 H -0.25 1.76 9.66
125 H -0.86 0.53 10.72
126 H -2.52 -0.73 10.27
127 H 1.10 -2.03 6.81
128 H -0.04 -0.59 -1.36
129 H -3.82 0.21 -3.87
130 H 9.10 2.46 -2.54
131 H 0.16 -3.54 -0.20
132 H -2.91 1.95 0.54
133 H -0.67 -3.81 -3.28
134 H -1.15 3.79 5.44
135 H -1.01 -5.65 -5.70
136 H 4.45 3.00 -3.46
137 H -0.90 -0.06 0.44
138 H -2.18 -3.00 -3.74
139 H -5.60 -6.87 -3.38
140 H -4.17 -2.74 -0.91
141 H -5.32 2.18 -4.32
142 H 0.57 3.64 6.86
143 H -5.59 -4.75 -3.31
144 H 1.55 -0.50 5.28
145 H 0.66 0.99 5.10

=====

ORCA calculation (wB97M-V/def2-TZVPD) on a cluster of 12 separate species, C40H76N4O8 in total in a non-equilibrium geometry.

Results
Structure (SMILES): C1CCOC1.C1CCOC1.C1CCOC1.C1CCOC1.C1CCOC1.C1CCOC1.C1CCOC1.C1CCOC1.CC#N.CC#N.CC#N.CC#N
Largest force on an atom, eV Å⁻¹: 3.74
Total energy, Eh: -2390.2824
Total charge: 0
Gap between HOMO and LUMO, eV: 9.47

Cartesian coordinates (Å):
1 O -5.46 -3.63 5.19
2 O 2.64 6.67 -1.36
3 O -1.12 -0.89 -2.28
4 O -2.94 3.82 2.82
5 O 5.46 -0.29 2.81
6 O 4.42 -8.34 -0.15
7 O 7.02 0.56 -4.46
8 O -6.73 5.60 -0.92
9 N -10.38 -1.08 1.85
10 N -2.28 -5.81 -9.06
11 N 1.73 -5.14 7.53
12 N -3.92 -6.01 -2.85
13 C -3.82 4.15 3.89
14 C 3.16 -8.63 0.38
15 C 6.65 0.46 2.43
16 C -8.46 0.62 2.17
17 C 3.19 -6.95 -1.47
18 C 3.03 7.63 -2.34
19 C -1.55 -1.04 -0.88
20 C 2.27 -7.67 -0.51
21 C 4.32 8.16 -1.70
22 C -4.48 -3.35 6.17
23 C 4.34 -7.94 -1.51
24 C -2.28 4.97 2.36
25 C -2.27 5.98 3.50
26 C 5.92 -1.55 -4.64
27 C 2.39 -4.76 5.02
28 C 0.79 -0.21 -1.01
29 C 4.80 7.16 -0.72
30 C -5.55 6.84 -2.44
31 C -4.89 -5.40 -3.08
32 C 4.51 0.55 3.47
33 C 5.84 0.00 -5.06
34 C 3.39 6.80 -0.21
35 C -5.94 4.63 -1.72
36 C -0.18 -0.97 -0.18
37 C -5.53 5.42 -2.99
38 C -1.90 -5.20 -8.16
39 C 5.27 1.81 3.67
40 C 1.99 -5.02 6.40
41 C 7.98 -0.52 -4.24
42 C -9.51 -0.31 1.98
43 C -6.05 -4.65 -3.49
44 C 7.35 -1.81 -4.95
45 C 6.15 1.87 2.42
46 C -3.40 -3.67 4.07
47 C -4.78 -4.32 4.11
48 C -3.11 -3.55 5.51
49 C -1.35 -4.42 -7.05
50 C -6.91 6.85 -1.63
51 C 0.04 0.02 -2.38
52 C -3.14 5.31 4.55
53 H 5.04 8.26 -2.51
54 H -1.24 6.20 3.79
55 H 6.97 0.03 1.48
56 H -2.57 -4.21 3.61
57 H 4.18 0.15 4.43
58 H -2.78 5.37 1.48
59 H -4.46 -4.10 6.97
60 H -2.60 6.99 3.25
61 H -4.00 3.27 4.50
62 H 3.12 -8.56 1.47
63 H -8.14 0.61 3.21
64 H -6.72 3.88 -1.85
65 H 3.28 7.17 -3.30
66 H 1.66 -8.31 -1.14
67 H -7.63 0.48 1.48
68 H -4.83 4.39 3.55
69 H -6.90 -4.84 -2.84
70 H 3.61 0.66 2.85
71 H 0.22 -1.97 -0.05
72 H -3.91 5.94 4.99
73 H 5.60 -1.83 -3.64
74 H 1.70 -4.00 4.65
75 H -3.52 -2.64 3.75
76 H 5.26 6.33 -1.26
77 H 3.44 -6.01 -0.97
78 H 1.72 -6.89 0.02
79 H 7.50 0.51 3.11
80 H -0.76 -3.69 -7.60
81 H -0.26 1.06 -2.50
82 H 1.72 -0.78 -1.03
83 H 7.69 -2.78 -4.60
84 H -0.70 -4.97 -6.37
85 H 5.82 1.72 4.60
86 H -4.75 6.97 -1.71
87 H -5.58 7.67 -3.14
88 H -0.46 -0.44 0.74
89 H -4.74 -2.34 6.50
90 H -5.85 -3.58 -3.62
91 H 8.99 -0.32 -4.62
92 H 4.16 -8.84 -2.09
93 H -4.54 5.05 -3.24
94 H 4.99 0.55 -4.65
95 H -2.60 4.68 5.26
96 H 0.50 -0.20 -3.34
97 H -2.19 -0.26 -0.47
98 H -6.25 5.20 -3.78
99 H -2.05 -3.97 -6.34
100 H 3.45 -4.53 4.90
101 H 2.19 -5.62 4.38
102 H -2.09 -1.99 -0.90
103 H -4.71 -5.39 4.30
104 H -5.20 4.09 -1.14
105 H 7.00 2.55 2.48
106 H 3.28 5.85 0.32
107 H -1.23 4.75 2.16
108 H 2.76 -6.80 -2.46
109 H 0.91 0.69 -0.41
110 H 4.62 2.68 3.79
111 H 2.75 -9.61 0.16
112 H -5.44 -4.35 3.24
113 H 5.26 -2.07 -5.33
114 H 5.29 -7.52 -1.84
115 H 4.28 9.17 -1.29
116 H -2.47 -2.68 5.63
117 H 2.90 7.55 0.41
118 H 8.00 -0.59 -3.16
119 H -6.93 7.64 -0.88
120 H 5.87 0.20 -6.13
121 H -6.28 -4.93 -4.51
122 H -8.67 1.65 1.89
123 H 5.47 7.68 -0.03
124 H -7.67 6.80 -2.41
125 H 5.59 2.02 1.49
126 H 7.48 -1.67 -6.03
127 H 2.37 8.49 -2.47
128 H -2.62 -4.41 5.96

=====

- What is the formula in the third record?
  C40H76N4O8